Record 1
This record from OMol25 describes a 11-piece molecular cluster, C20H38BrCl20F2 overall. The level of theory is the ωB97M-V functional and the def2-TZVPD basis.

Last column: Mulliken charge in e.
Atoms and positions in Å:
C (1.20, -3.43, -1.09)  -1.408
C (-0.04, -2.68, -0.63)  0.189
C (0.28, -1.41, 0.15)  -0.213
F (-0.99, -1.27, 1.03)  -0.412
C (0.62, -0.19, -0.53)  0.431
C (1.98, 0.32, -0.09)  -1.464
C (3.17, -0.58, -0.35)  1.458
C (3.74, -0.50, -1.77)  -1.423
F (4.23, -0.18, 0.54)  -0.242
C (0.43, -0.20, -2.03)  -1.104
C (-1.03, -0.10, -2.48)  0.420
C (-1.37, -0.82, -3.79)  -1.251
Br (-1.56, 1.81, -2.65)  -0.192
H (1.94, -3.48, -0.30)  0.277
H (0.94, -4.47, -1.34)  0.482
H (1.64, -3.00, -1.99)  0.174
H (-0.60, -3.35, 0.03)  0.063
H (-0.70, -2.47, -1.47)  -0.181
H (1.01, -1.67, 0.92)  0.693
H (2.21, 1.28, -0.57)  -0.161
H (1.96, 0.51, 0.99)  0.442
H (2.98, -1.62, -0.09)  -0.359
H (4.79, -0.23, -1.71)  0.466
H (3.20, 0.21, -2.38)  0.326
H (3.69, -1.47, -2.27)  0.236
H (0.96, 0.67, -2.45)  0.730
H (0.85, -1.08, -2.56)  -0.219
H (-1.67, -0.43, -1.67)  0.258
H (-0.46, -1.25, -4.21)  0.325
H (-1.79, -0.14, -4.53)  0.447
H (-2.08, -1.63, -3.61)  0.267
C (-0.57, 5.24, -1.65)  0.404
Cl (-1.15, 6.27, -0.33)  -0.176
Cl (-1.22, 5.74, -3.21)  -0.208
H (0.51, 5.30, -1.68)  0.215
H (-0.90, 4.22, -1.45)  -0.335
C (-3.38, -0.47, 2.46)  1.273
Cl (-3.65, -0.96, 4.15)  -0.245
Cl (-4.92, -0.43, 1.58)  -0.203
H (-2.93, 0.51, 2.45)  0.044
H (-2.73, -1.20, 1.99)  -0.749
C (0.52, 7.64, -5.74)  -0.064
Cl (0.13, 8.36, -7.31)  -0.178
Cl (2.25, 7.74, -5.37)  -0.161
H (-0.02, 8.18, -4.97)  0.224
H (0.24, 6.59, -5.75)  0.181
C (-3.64, 3.15, 0.82)  0.084
Cl (-4.03, 4.08, -0.64)  -0.168
Cl (-1.94, 3.29, 1.28)  -0.107
H (-4.24, 3.50, 1.64)  0.089
H (-3.84, 2.10, 0.61)  0.070
C (5.85, 0.77, 2.82)  0.064
Cl (6.69, 2.14, 3.58)  -0.202
Cl (6.25, -0.77, 3.60)  -0.179
H (4.78, 0.93, 2.91)  0.185
H (6.14, 0.72, 1.78)  0.126
C (-3.63, -4.61, 3.09)  -0.294
Cl (-4.70, -5.55, 2.03)  -0.210
Cl (-2.36, -3.78, 2.20)  -0.051
H (-4.23, -3.87, 3.61)  0.178
H (-3.17, -5.30, 3.80)  0.310
C (2.07, 5.29, 1.15)  -0.166
Cl (2.19, 3.91, 0.06)  -0.036
Cl (2.55, 4.88, 2.81)  -0.188
H (2.73, 6.07, 0.80)  0.364
H (1.04, 5.63, 1.17)  0.058
C (7.29, -3.46, 1.18)  -0.189
Cl (7.27, -5.23, 1.33)  -0.189
Cl (5.90, -2.83, 0.30)  -0.060
H (7.28, -3.03, 2.18)  0.106
H (8.19, -3.18, 0.65)  0.299
C (-4.77, -8.71, -0.10)  0.176
Cl (-4.74, -10.31, 0.65)  -0.163
Cl (-6.16, -8.50, -1.17)  -0.156
H (-4.82, -7.97, 0.69)  -0.109
H (-3.87, -8.59, -0.69)  0.269
C (-5.65, 1.78, 4.80)  -0.245
Cl (-6.12, 2.71, 3.38)  -0.140
Cl (-3.93, 1.93, 5.15)  -0.139
H (-6.21, 2.15, 5.65)  0.341
H (-5.87, 0.74, 4.61)  0.195

Computed properties:
spin multiplicity: 1
frontier orbital gap: 5.1 eV
charge: -1
highest occupied orbital energy: -3.027 eV

Record 2
This record from OMol25 describes C20H38CoN2O8Zn as an isolated structure. The level of theory is the ωB97M-V functional and the def2-TZVPD basis.

Last column: Löwdin spin population.
Atoms and positions in Å:
Co (-6.76, -0.39, -27.46)  1.987
Zn (-7.40, -1.13, -31.98)  -0.008
C (-8.25, 2.08, -30.04)  0.000
O (-7.61, 1.90, -31.13)  -0.001
O (-7.72, 2.30, -28.94)  0.004
O (-8.71, 0.96, -29.87)  -0.001
C (-4.97, -3.45, -29.69)  0.023
O (-5.02, -2.26, -30.00)  0.461
O (-4.86, -4.38, -30.48)  0.013
O (-6.10, -3.37, -29.29)  0.522
C (-12.02, -3.90, -25.15)  0.000
C (-13.02, -2.75, -25.17)  0.000
C (-14.07, -3.10, -24.06)  0.000
C (-14.96, -1.83, -23.70)  0.000
C (-14.02, -0.69, -23.20)  0.000
C (-12.98, -0.27, -24.30)  0.000
N (-12.30, -1.53, -24.76)  0.000
O (-11.23, -1.26, -25.60)  0.000
C (-13.67, 0.46, -25.34)  0.000
C (-11.98, 0.67, -23.52)  0.000
C (-13.69, -2.71, -26.58)  0.000
H (-11.46, -3.99, -24.22)  0.000
H (-11.31, -3.78, -25.97)  0.000
H (-12.63, -4.78, -25.37)  0.000
H (-14.68, -3.91, -24.46)  0.000
H (-13.74, -3.54, -23.12)  0.000
H (-15.66, -2.06, -22.90)  0.000
H (-15.64, -1.54, -24.50)  0.000
H (-13.59, -1.03, -22.26)  0.000
H (-14.68, 0.14, -22.98)  0.000
H (-13.98, 1.42, -24.92)  0.000
H (-13.09, 0.67, -26.24)  0.000
H (-14.53, -0.01, -25.81)  0.000
H (-11.28, 1.02, -24.28)  0.000
H (-12.54, 1.48, -23.04)  0.000
H (-11.43, 0.15, -22.74)  0.000
H (-12.93, -2.51, -27.33)  0.000
H (-14.54, -2.03, -26.67)  0.000
H (-14.03, -3.71, -26.86)  0.000
H (-11.65, -1.00, -26.42)  0.000
C (-4.95, -3.04, -23.82)  0.000
C (-3.68, -2.17, -23.85)  0.000
C (-2.57, -3.08, -24.50)  0.000
C (-1.26, -2.36, -24.68)  0.000
C (-1.44, -1.05, -25.44)  0.000
C (-2.51, -0.12, -24.80)  0.000
N (-3.79, -0.88, -24.55)  0.000
O (-4.92, -0.08, -24.21)  0.000
C (-1.97, 0.59, -23.48)  0.000
C (-2.73, 1.00, -25.89)  0.000
C (-3.37, -1.90, -22.33)  0.000
H (-4.83, -3.83, -23.08)  0.000
H (-5.21, -3.58, -24.73)  0.000
H (-5.86, -2.51, -23.55)  0.000
H (-2.33, -3.89, -23.81)  0.000
H (-2.78, -3.38, -25.53)  0.000
H (-0.53, -3.07, -25.08)  0.000
H (-0.87, -2.16, -23.68)  0.000
H (-1.66, -1.25, -26.49)  0.000
H (-0.47, -0.55, -25.46)  0.000
H (-2.81, 1.03, -22.94)  0.000
H (-1.31, -0.07, -22.91)  0.000
H (-1.36, 1.49, -23.56)  0.000
H (-3.20, 0.76, -26.85)  0.000
H (-3.46, 1.73, -25.54)  0.000
H (-1.80, 1.49, -26.16)  0.000
H (-4.03, -1.14, -21.93)  0.000
H (-2.33, -1.63, -22.16)  0.000
H (-3.45, -2.70, -21.59)  0.000
H (-4.67, 0.34, -23.38)  0.000

Computed properties:
spin multiplicity: 4
frontier orbital gap (alpha / beta): 2.8 / 3.0 eV
highest occupied orbital energy (alpha / beta): -7.182 / -7.362 eV
energy above the lowest of the compared OMol25 structures with the same formula, charge and spin: 14.618 eV

Record 3
This record from OMol25 describes a 5-piece molecular cluster, C20H38O12S4 overall. The level of theory is the ωB97M-V functional and the def2-TZVPD basis.

Last column: Mulliken charge in e.
Atoms and positions in Å:
O (5.44, -3.67, -2.07)  -0.666
S (4.18, -3.11, -1.63)  1.174
O (2.93, -3.74, -1.96)  -0.681
C (4.26, -2.87, 0.14)  -0.740
C (4.83, -1.46, 0.30)  -0.740
C (4.11, -0.60, -0.75)  -0.177
C (4.13, -1.37, -2.07)  -0.704
H (4.88, -3.64, 0.59)  0.443
H (3.25, -2.93, 0.53)  0.316
H (4.68, -1.08, 1.31)  0.358
H (5.90, -1.47, 0.10)  0.331
H (3.08, -0.43, -0.43)  0.097
H (4.58, 0.38, -0.87)  0.330
H (3.24, -1.19, -2.67)  0.388
H (5.02, -1.15, -2.66)  0.322
O (-0.39, 2.28, -1.93)  -0.760
S (0.28, 2.52, -0.66)  1.306
O (1.36, 1.67, -0.21)  -0.626
C (0.83, 4.23, -0.62)  -0.111
C (-0.36, 4.98, -0.02)  -0.679
C (-0.87, 4.12, 1.14)  -0.745
C (-0.95, 2.68, 0.63)  0.137
H (1.09, 4.55, -1.61)  -0.245
H (1.70, 4.27, 0.04)  0.360
H (-0.07, 5.98, 0.31)  0.405
H (-1.14, 5.10, -0.77)  0.300
H (-0.16, 4.18, 1.97)  0.311
H (-1.83, 4.46, 1.50)  0.355
H (-0.73, 1.96, 1.41)  -0.421
H (-1.92, 2.46, 0.19)  0.411
O (-2.93, 0.38, 5.11)  -0.690
S (-2.38, 0.16, 3.80)  1.160
O (-2.68, 1.06, 2.71)  -0.629
C (-0.61, -0.02, 3.95)  -0.504
C (-0.40, -1.51, 4.17)  -0.806
C (-1.35, -2.22, 3.19)  -0.535
C (-2.71, -1.53, 3.29)  -0.540
H (-0.24, 0.60, 4.77)  0.495
H (-0.16, 0.31, 3.01)  0.086
H (0.64, -1.80, 4.01)  0.403
H (-0.67, -1.78, 5.19)  0.299
H (-0.96, -2.11, 2.17)  0.289
H (-1.43, -3.28, 3.40)  0.337
H (-3.23, -1.52, 2.34)  0.287
H (-3.33, -1.99, 4.06)  0.333
O (-3.55, -3.11, 0.81)  -0.674
S (-4.27, -4.17, 1.49)  1.300
O (-3.70, -4.87, 2.61)  -0.727
C (-5.90, -3.57, 1.92)  -0.673
C (-6.75, -3.88, 0.70)  -0.630
C (-6.34, -5.29, 0.25)  -0.599
C (-4.81, -5.35, 0.25)  -0.758
H (-5.84, -2.51, 2.16)  0.376
H (-6.23, -4.14, 2.79)  0.388
H (-7.81, -3.82, 0.93)  0.372
H (-6.53, -3.17, -0.10)  0.305
H (-6.74, -6.03, 0.96)  0.297
H (-6.74, -5.54, -0.73)  0.323
H (-4.44, -6.34, 0.52)  0.349
H (-4.40, -5.05, -0.70)  0.355
O (4.66, 2.10, -2.66)  -0.424
C (4.67, 2.53, -3.74)  -0.008
C (4.94, 3.99, -4.02)  -0.563
C (3.73, 4.69, -4.59)  0.512
O (3.73, 5.14, -5.67)  -0.523
O (2.72, 4.75, -3.72)  -0.273
C (1.43, 4.66, -4.31)  -0.397
O (1.08, 3.35, -4.53)  -0.534
H (4.50, 1.88, -4.61)  0.408
H (5.21, 4.51, -3.11)  0.281
H (5.78, 4.07, -4.70)  0.370
H (0.74, 5.11, -3.61)  0.338
H (1.35, 5.20, -5.24)  0.403
H (0.64, 2.99, -3.74)  0.372

Computed properties:
SMILES: O=S1(=O)CCCC1.O=S1(=O)CCCC1.O=S1(=O)CCCC1.O=S1(=O)CCCC1.O=CCC(=O)OCO
spin multiplicity: 1
frontier orbital gap: 10.4 eV
highest occupied orbital energy: -9.972 eV